Entry 1:
Formula: C42H38FN6O5Os
Source: OMol25
Level of theory: the ωB97M-V functional and the def2-TZVPD basis

Values from the calculation:
DFT total energy	-68524.613	eV
frontier orbital gap (spin up / spin down)	6.091 / 6.095	eV
LUMO (spin up / spin down)	-3.91 / -3.91	eV
molecular weight	916.03	g mol⁻¹
total charge	+1
E_HOMO (spin up / spin down)	-0.3675 / -0.3677	Ha
ΔE to the lowest compared entry with this formula, charge and spin	41.4	kcal/mol

Structure (XYZ):
```
93
Properties=species:S:1:pos:R:3:forces:R:3:lowdin_charge:R:1
Os 0.3127 0.3792 -1.4623 0.0 -2.3 -0.3 1.427
C 0.7127 0.2178 4.8651 0.0 0.0 -0.1 -0.053
O 0.1927 -0.6747 3.8863 -0.1 0.0 -0.1 -0.080
C -0.9526 -1.3349 4.2015 0.0 0.0 -0.1 -0.229
C -1.5583 -1.2877 5.4513 0.0 0.0 0.0 -0.005
C -2.7027 -2.0339 5.6991 0.0 0.0 0.0 -0.063
C -3.2621 -2.8247 4.7106 0.0 0.0 0.0 -0.075
C -2.6838 -2.8401 3.4511 0.0 0.1 0.0 -0.006
C -1.5430 -2.0993 3.1826 -0.1 -0.1 0.1 -0.172
N -0.9558 -2.1679 1.8903 0.1 0.1 -0.1 0.169
C -0.8016 -1.1151 1.0494 0.0 -0.1 0.0 -0.334
N -1.4171 0.0209 1.4202 0.1 0.0 0.0 0.185
C -1.0264 1.3427 1.1155 0.0 -0.2 -0.1 -0.168
C -0.2899 1.7070 -0.0038 0.5 0.5 -0.2 -0.244
C 0.1476 3.0388 -0.0470 0.1 -0.1 0.1 -0.135
C -0.1560 3.9596 0.9362 -0.1 0.0 0.0 -0.065
C -0.9639 3.5923 2.0063 0.0 0.0 0.0 -0.004
C -1.4012 2.2895 2.0834 0.0 0.0 0.0 -0.234
O -2.1511 1.8260 3.1442 0.1 0.0 0.1 -0.126
C -3.4498 2.4197 3.2620 0.0 0.0 0.0 -0.033
N -0.1023 -1.2072 -0.0725 -0.8 0.3 0.7 -0.006
C 0.2698 -2.5259 -0.4817 0.2 0.2 -0.2 -0.249
C 1.6142 -2.8594 -0.5598 0.0 0.1 0.0 -0.020
C 2.0269 -4.0923 -1.0436 0.0 -0.1 0.0 -0.074
C 1.0731 -5.0105 -1.4482 0.0 0.0 0.0 -0.063
C -0.2803 -4.7065 -1.3670 0.0 0.0 0.0 0.000
C -0.6909 -3.4687 -0.8856 -0.1 0.0 0.0 -0.262
O -1.9896 -3.0930 -0.7583 0.0 0.0 0.1 -0.108
C -2.9887 -3.9810 -1.2443 0.0 0.0 0.0 -0.051
H 1.5838 0.6854 4.4137 0.0 0.0 0.0 0.081
H 1.0149 -0.3183 5.7662 0.0 0.0 0.0 0.100
H -0.0187 0.9901 5.1082 0.0 0.0 0.0 0.100
H -1.1314 -0.6897 6.2422 0.0 0.0 0.0 0.109
H -3.1527 -1.9953 6.6821 0.0 0.0 0.0 0.112
H -4.1491 -3.4099 4.9073 0.0 0.0 0.0 0.108
H -3.1206 -3.4218 2.6483 0.0 0.0 0.0 0.120
H -0.7641 -3.0818 1.5147 0.1 0.0 0.0 0.148
H -1.9371 -0.0289 2.2870 0.0 0.0 0.0 0.135
H 0.7473 3.3617 -0.8887 0.0 0.0 0.0 0.098
H 0.2132 4.9742 0.8619 0.0 0.0 0.0 0.111
H -1.2327 4.2981 2.7812 0.0 0.0 0.0 0.123
H -3.8541 2.0954 4.2170 0.0 0.0 0.0 0.095
H -4.0952 2.0823 2.4480 0.0 0.0 0.0 0.098
H -3.3857 3.5071 3.2409 0.0 0.0 0.0 0.088
H 2.3445 -2.1299 -0.2292 0.0 0.0 0.0 0.104
H 3.0797 -4.3334 -1.0942 0.0 0.0 0.0 0.107
H 1.3746 -5.9789 -1.8242 0.0 0.0 0.0 0.112
H -1.0072 -5.4371 -1.6891 0.0 0.0 0.0 0.110
H -3.9381 -3.4796 -1.0829 0.0 0.0 0.0 0.099
H -2.9797 -4.9263 -0.6976 0.0 0.0 0.0 0.098
H -2.8505 -4.1712 -2.3105 0.0 0.0 0.0 0.103
O 7.8112 0.6303 -2.9184 0.0 0.0 0.0 0.102
N 6.7716 0.5510 -3.5290 -0.1 0.1 0.1 -0.330
O 6.6793 0.4543 -4.7338 0.1 0.0 0.0 0.092
C 5.5104 0.5755 -2.7310 0.2 0.0 -0.2 -0.043
C 5.6835 0.5867 -1.3967 -0.1 0.0 0.1 0.084
C 4.5609 0.6005 -0.5137 -0.1 0.0 -0.1 -0.115
C 4.6709 0.5974 0.8824 0.1 0.0 0.0 0.030
C 3.5220 0.6104 1.6323 0.0 0.0 0.1 -0.001
C 2.2799 0.6429 0.9983 0.0 -0.1 -0.1 -0.066
N 2.1491 0.6489 -0.3240 0.3 0.5 0.1 -0.009
C 3.2800 0.6213 -1.0710 0.0 0.0 0.1 -0.139
C 3.1089 0.5939 -2.4872 -0.2 0.0 0.0 -0.109
N 1.8070 0.5665 -2.9017 0.2 1.0 -0.5 -0.029
C 1.5785 0.5430 -4.2203 0.2 -0.1 0.4 -0.074
C 2.6082 0.5280 -5.1483 0.0 -0.1 0.0 0.005
C 3.9192 0.5434 -4.7418 0.0 0.0 0.0 0.041
C 4.2072 0.5721 -3.3662 -0.1 -0.1 0.2 -0.041
H 6.6870 0.5878 -0.9958 0.0 0.0 0.0 0.139
H 5.6471 0.5828 1.3499 0.0 0.0 0.0 0.133
H 3.5588 0.6037 2.7118 0.0 0.0 0.0 0.113
H 1.3669 0.6605 1.5770 0.0 0.0 0.0 0.110
H 0.5534 0.5183 -4.5357 -0.2 0.0 0.0 0.097
H 2.3585 0.5029 -6.1992 0.0 0.0 0.0 0.126
H 4.7153 0.5312 -5.4642 0.0 0.0 0.0 0.112
F -5.5543 3.7094 -0.6743 0.0 0.0 0.0 0.054
C -4.3801 3.2776 -1.1791 0.0 0.0 0.0 -0.288
C -4.2197 1.9318 -1.4394 0.0 0.1 0.0 -0.001
C -3.0028 1.4981 -1.9431 0.0 0.0 0.0 -0.039
C -1.9476 2.3826 -2.1771 -0.1 -0.2 0.0 -0.289
C -0.6200 1.8810 -2.6801 0.0 0.5 0.1 -0.246
C -2.1715 3.7342 -1.9274 0.0 0.0 0.0 -0.046
C -3.3803 4.1945 -1.4268 0.0 0.0 0.0 0.004
H -5.0366 1.2476 -1.2537 0.0 0.0 0.0 0.118
H -2.8730 0.4442 -2.1425 0.0 0.0 0.0 0.086
H 0.0699 2.7232 -2.8016 -0.1 0.0 0.0 0.063
H -0.8041 1.4931 -3.6792 0.1 -0.1 0.0 0.037
H -1.3779 4.4481 -2.1134 0.0 0.0 0.0 0.117
H -3.5512 5.2435 -1.2268 0.0 0.0 0.0 0.122
C -0.8534 -0.8194 -2.7092 -0.5 0.4 0.1 -0.246
H -1.6903 -1.2978 -2.2004 0.1 -0.1 0.0 0.005
H -0.1359 -1.6190 -2.9457 0.1 0.0 0.0 0.032
H -1.2294 -0.3889 -3.6366 0.0 -0.1 -0.1 0.011
```
Forces are in eV/Å.


Entry 2:
Formula: C3H5O4
Source: OMol25
Level of theory: the ωB97M-V functional and the def2-TZVPD basis

Values from the calculation:
DFT total energy	-11384.240	eV
frontier orbital gap	8.764	eV
LUMO	4.03	eV
molecular weight	105.07	g mol⁻¹
total charge	-1
E_HOMO	-0.1739	Ha
ΔE to the lowest compared entry with this formula, charge and spin	11.8	kcal/mol

Structure (XYZ):
```
12
Properties=species:S:1:pos:R:3:forces:R:3:lowdin_charge:R:1
O -1.5756 -1.4373 -1.4199 0.7 -1.2 -0.2 0.004
C -0.7536 -2.3353 -1.3064 -0.2 1.2 1.0 -0.418
O 0.2605 -2.3420 -0.4305 -1.0 -0.9 -1.6 0.008
H -0.7957 -3.2424 -1.9278 0.0 -0.1 0.1 0.113
H 0.4621 -1.3572 -0.2678 0.3 0.7 0.7 0.010
O 0.7114 0.0450 -0.2011 0.6 1.2 0.5 -0.097
C 1.0313 1.0292 0.5631 0.0 -0.9 0.0 -0.697
O 2.1537 1.2939 1.0326 -0.7 -0.1 -0.4 -0.058
C -0.1714 1.9199 0.9357 0.4 0.3 -0.8 -0.042
H 0.1584 2.6739 1.6270 0.1 0.4 0.4 0.041
H -0.5220 2.4387 0.0126 0.0 -0.5 0.6 0.074
H -0.9590 1.3134 1.3825 -0.1 0.0 -0.2 0.063
```
Forces are in eV/Å.


Entry 3:
Formula: C21H31N3O3
Source: OMol25
Level of theory: the ωB97M-V functional and the def2-TZVPD basis

Values from the calculation:
DFT total energy	-32894.093	eV
frontier orbital gap	9.230	eV
LUMO	0.74	eV
molecular weight	373.50	g mol⁻¹
SMILES string	COc1ccccc1CN1CCNC(=O)[C@H]1CC(=O)NC1CCCCCC1
total charge	0
E_HOMO	-0.3119	Ha
ΔE to the lowest compared entry with this formula, charge and spin	29.4	kcal/mol

Structure (XYZ):
```
58
Properties=species:S:1:pos:R:3:forces:R:3:lowdin_charge:R:1
C -0.3785 4.4756 -4.3482 -0.1 0.2 -0.1 -0.084
H -1.4643 4.4298 -4.2796 0.1 0.1 0.0 0.095
O 0.0826 3.2373 -3.8682 0.2 -0.3 0.1 -0.089
C 1.4285 3.0180 -3.8041 0.2 -0.1 0.1 -0.226
C 2.3919 3.9246 -4.2300 -0.3 0.2 -0.1 -0.025
C 3.7374 3.6088 -4.1364 0.1 -0.1 0.0 -0.090
C 4.1357 2.3900 -3.6227 0.1 0.1 0.0 -0.091
C 3.1775 1.4859 -3.1960 -0.1 0.1 -0.1 -0.038
C 1.8282 1.7834 -3.2714 -0.2 0.1 -0.1 -0.136
C 0.7906 0.7935 -2.8062 -0.1 0.0 0.1 -0.121
N 1.3044 -0.0166 -1.7171 0.1 0.1 0.0 -0.132
C 1.4246 0.7056 -0.4679 0.3 -0.1 0.3 -0.145
H 0.4649 0.8069 0.0565 0.1 0.1 0.0 0.118
H 1.8090 1.7039 -0.6820 0.0 0.0 0.1 0.132
C 2.4259 -0.0511 0.3955 0.0 0.5 -0.2 -0.147
N 2.0144 -1.4315 0.4937 0.2 0.0 0.3 0.100
C 1.2450 -2.0915 -0.3852 0.2 0.0 -0.1 -0.461
O 0.9562 -3.2650 -0.2104 -0.2 -0.4 -0.2 0.038
C 0.6951 -1.3154 -1.5754 -0.4 -0.3 -0.2 -0.198
C -0.8629 -1.3687 -1.4916 0.2 0.1 0.0 -0.024
H -1.1603 -2.4040 -1.6602 0.0 0.0 -0.1 0.125
H -1.2810 -0.7417 -2.2785 0.0 0.0 0.1 0.117
C -1.4235 -0.9019 -0.1582 -0.1 -0.4 -0.3 -0.494
O -1.8454 0.2258 0.0260 -0.1 0.5 0.0 0.046
N -1.4408 -1.8586 0.7901 0.0 -0.2 0.2 0.102
H -0.9916 -2.7442 0.6032 0.0 0.0 -0.2 0.128
C -1.8474 -1.6061 2.1608 0.1 0.0 0.0 -0.296
C -0.5955 -1.4846 3.0387 -0.2 0.4 0.1 -0.149
H 0.1192 -0.8389 2.5214 0.0 -0.1 0.0 0.102
C -0.8481 -0.8992 4.4253 0.1 -0.3 0.0 -0.201
C -1.9185 -1.6211 5.2433 0.0 0.3 0.1 -0.204
C -3.3346 -1.3491 4.7318 0.0 -0.2 0.1 -0.207
C -3.8240 -2.3164 3.6503 0.1 0.0 0.0 -0.198
H -4.6595 -1.8446 3.1291 -0.1 -0.1 0.0 0.109
C -2.7680 -2.7381 2.6264 -0.2 0.2 0.0 -0.148
H -3.2871 -3.1436 1.7548 0.1 0.0 0.0 0.116
H -2.1530 -3.5421 3.0360 0.0 -0.1 0.0 0.112
H -4.2085 -3.2225 4.1246 -0.1 0.0 0.0 0.108
H -4.0365 -1.4024 5.5672 0.0 0.1 0.0 0.105
H -3.3726 -0.3268 4.3513 0.0 0.1 0.0 0.107
H -1.8466 -1.2614 6.2727 0.0 -0.1 0.0 0.106
H -1.7217 -2.6938 5.2601 0.0 -0.1 0.1 0.113
H 0.0952 -0.9244 4.9776 0.0 0.1 0.0 0.107
H -1.1372 0.1493 4.3216 0.0 0.1 0.0 0.114
H -0.1403 -2.4747 3.1316 0.1 -0.1 0.0 0.121
H -2.3847 -0.6531 2.1375 0.0 -0.1 0.0 0.150
H 0.9689 -1.8935 -2.4700 0.0 0.0 0.2 0.162
H 2.3891 -1.9882 1.2496 -0.1 -0.1 -0.1 0.153
H 3.4217 0.0115 -0.0612 -0.1 0.1 0.1 0.118
H 2.4752 0.3778 1.4001 0.0 0.0 -0.1 0.121
H 0.5477 0.1287 -3.6415 -0.1 0.0 0.0 0.142
H -0.1225 1.3380 -2.5271 0.0 -0.2 -0.1 0.132
H 3.4663 0.5283 -2.7911 0.0 -0.1 0.1 0.111
H 5.1843 2.1425 -3.5562 0.1 0.0 0.0 0.099
H 4.4722 4.3254 -4.4725 0.1 0.1 0.0 0.102
H 2.1057 4.8808 -4.6388 -0.1 0.1 0.0 0.100
H -0.0894 4.6362 -5.3921 0.0 0.0 0.1 0.096
H -0.0133 5.3073 -3.7370 0.0 0.0 0.0 0.097
```
Forces are in eV/Å.